1.
This record from OMol25 describes C2H3N3O in the gas phase. The level of theory is ωB97M-V/def2-TZVPD.

Computed properties:
Energy relative to the best compared isomer or geometry (same formula, charge and spin) in kcal per mole: 79.41
Spin multiplicity: 1
E_LUMO in eV: 0.18
HOMO in eV: -8.49
Calculated total energy in Ha: -317.40577
Orbital gap in eV: 8.7

CARTESIAN COORDINATES (ANGSTROEM)
H: -0.56722 0.29690 -2.49663
N: -0.41567 -0.10483 -1.56626
N: 0.02437 0.81573 -0.84641
C: 0.25651 0.48093 0.50141
O: 0.89532 1.40981 1.26618
C: -0.18566 -0.70438 0.89053
N: -0.83406 -1.74098 0.92844
H: 1.13868 2.12480 0.66044
H: -0.31227 -2.57798 0.66229

Atomic partial charges in e from the Löwdin method, atoms 1 to 8: 0.06, 0.05, 0.00, -0.41, 0.03, -0.10, 0.17, 0.10



2.
This record from OMol25 describes C2H3N3O in the gas phase. The level of theory is ωB97M-V/def2-TZVPD.

Computed properties:
Energy relative to the best compared isomer or geometry (same formula, charge and spin) in kcal per mole: 62.84
Spin multiplicity: 1
E_LUMO in eV: 0.82
HOMO in eV: -9.16
Calculated total energy in Ha: -317.43218
Orbital gap in eV: 10.0

CARTESIAN COORDINATES (ANGSTROEM)
O: -1.78910 -1.14354 0.30027
C: -0.68477 -0.38847 0.20506
N: 0.19658 -0.48466 -0.70397
N: 1.30492 0.31056 -0.54866
C: 0.29554 1.37345 1.51817
N: -0.52188 0.56968 1.19226
H: -1.71809 -1.84152 -0.36855
H: 1.80983 0.34616 -1.42029
H: 1.10697 1.25835 -0.17429

Atomic partial charges in e from the Löwdin method, atoms 1 to 8: 0.09, -0.51, 0.04, -0.01, 0.10, 0.05, 0.12, 0.09



3.
This record from OMol25 describes C2H3N3O2 in the gas phase. The level of theory is ωB97M-V/def2-TZVPD.

Computed properties:
Energy relative to the best compared isomer or geometry (same formula, charge and spin) in kcal per mole: 127.12
Spin multiplicity: 1
E_LUMO (spin up / spin down) in eV: -0.61 / -0.84
HOMO (spin up / spin down) in eV: -8.52 / -8.91
Calculated total energy in Ha: -392.59097
Orbital gap (spin up / spin down) in eV: 7.9 / 8.1

CARTESIAN COORDINATES (ANGSTROEM)
N: -1.06238 -0.95976 0.03768
N: -1.53696 0.21977 -0.37632
C: 1.04057 0.14107 0.24134
O: 1.98399 -0.72703 -0.10895
C: -0.72192 0.84376 -1.20251
O: 0.98159 0.78410 1.24511
N: 0.48934 0.86334 -1.24983
H: 2.72999 -0.63232 0.50532
H: -1.67888 -1.30430 0.77677
H: -2.22533 0.77138 0.13139

Atomic partial charges in e from the Löwdin method, atoms 1 to 8: 0.10, -0.09, -0.53, 0.10, -0.21, 0.10, 0.18, 0.13



4.
This record from OMol25 describes C2H3N3O2 in the gas phase. The level of theory is ωB97M-V/def2-TZVPD.

Computed properties:
Energy relative to the best compared isomer or geometry (same formula, charge and spin) in kcal per mole: 60.50
Spin multiplicity: 1
E_LUMO in eV: 0.25
HOMO in eV: -8.92
Calculated total energy in Ha: -392.69714
Orbital gap in eV: 9.2

CARTESIAN COORDINATES (ANGSTROEM)
N: 0.70362 -1.46926 -0.83977
C: 0.20616 -0.48546 -0.01963
N: 0.75965 -0.33035 1.15178
O: 0.08261 0.68401 1.79336
C: -0.67797 1.56389 0.84012
O: -1.46107 2.43372 1.07535
N: -0.76207 0.42640 -0.32080
H: 0.54605 -1.47519 -1.83315
H: 1.59679 -1.83250 -0.52850
H: -0.99378 0.48474 -1.31875

Atomic partial charges in e from the Löwdin method, atoms 1 to 8: 0.13, -0.51, 0.05, -0.04, -0.27, 0.13, 0.17, 0.09